10 unconnected molecules or ions with the total composition H18NO12. Source: the OMol25 dataset; level of theory: ωB97M-V/def2-TZVPD.

```
31
Properties=species:S:1:pos:R:3:forces:R:3:nbo_charge:R:1
N 2.804183 -26.095179 -21.434221 0.650 -0.220 0.035 0.7155
O 2.092303 -25.829744 -22.440830 -0.077 -0.117 0.129 -0.6002
O 2.979585 -25.235305 -20.547255 -0.309 -0.181 -0.170 -0.5389
O 3.363484 -27.205554 -21.340338 -0.425 0.427 -0.133 -0.5195
O 1.093076 -23.006906 -23.165261 0.047 -0.032 -0.128 -0.9717
H 1.894252 -22.530989 -22.915191 -0.073 -0.098 0.070 0.4745
H 1.346070 -23.941292 -23.118936 0.053 0.078 0.206 0.4908
O 5.050439 -25.035635 -23.991841 -0.167 -0.005 -0.080 -0.9427
H 4.162270 -25.392871 -23.852060 0.090 0.025 0.040 0.4787
H 5.163158 -25.041411 -24.947807 -0.023 -0.054 0.069 0.4623
O 0.998228 -25.968498 -18.293741 -0.180 -0.027 -0.231 -0.9436
H 1.377295 -25.841575 -19.177614 0.186 0.091 0.278 0.4824
H 0.273130 -26.588908 -18.419400 0.119 -0.014 0.026 0.4552
O 1.586358 -27.670416 -24.556694 0.067 -0.005 0.469 -0.9922
H 1.764216 -27.288335 -23.670070 -0.180 0.206 -0.385 0.5000
H 0.885665 -27.122945 -24.921873 0.037 -0.024 0.041 0.4772
O -1.188604 -27.203469 -21.423691 0.055 0.137 0.071 -0.9402
H -1.465836 -27.357667 -20.514993 0.059 -0.031 -0.075 0.4622
H -0.341721 -26.743162 -21.350752 -0.082 -0.089 -0.106 0.4773
O 2.189031 -22.388009 -20.208395 -0.042 -0.037 -0.148 -0.9702
H 2.376736 -23.297634 -20.495400 0.031 0.032 0.150 0.4943
H 1.254229 -22.267569 -20.406075 0.065 -0.060 -0.042 0.4655
O 5.779285 -26.465545 -19.332565 -0.069 0.055 0.024 -0.9584
H 4.943066 -26.324657 -19.803673 0.076 -0.092 0.041 0.4936
H 5.636575 -26.064006 -18.470323 -0.053 0.006 -0.072 0.4588
O 4.060008 -29.108326 -23.944992 -0.111 0.186 0.064 -0.9672
H 3.216710 -28.655383 -24.111825 0.324 -0.211 -0.150 0.4850
H 4.492596 -28.566778 -23.272751 -0.122 -0.059 -0.022 0.4759
O 1.545575 -29.765804 -21.115123 -0.002 0.139 -0.055 -0.9613
H 2.182234 -29.061454 -21.313096 -0.013 -0.088 0.054 0.4894
H 1.071269 -29.901101 -21.942383 0.069 0.063 0.031 0.4674
```
Positions in Å, forces in eV/Å.

## Properties
Molar mass = 224.14 Da
Electronic energy = -968.43584 a.u.
LUMO level = 2.73 eV
Frontier orbital gap = 10.1 eV
Energy relative to the best compared isomer or geometry (same formula, charge and spin) = 93.2 kJ/mol
Total charge = -1

8 unconnected molecules or ions with the total composition H18NO7. Source: the OMol25 dataset; level of theory: ωB97M-V/def2-TZVPD.

```
26
Properties=species:S:1:pos:R:3:forces:R:3:nbo_charge:R:1
N -0.232192 0.358577 0.439538 6.336 -7.730 3.188 -0.8459
H 0.509808 0.073577 -0.263462 -1.038 0.950 0.438 0.4777
H -0.907192 0.830577 0.099538 -6.017 4.841 -3.516 0.4240
H 0.206808 0.768577 1.268538 -0.151 0.313 -0.267 0.4485
H -0.659192 -0.603423 0.723538 0.483 1.855 -0.396 0.4693
O 2.029808 2.770577 1.904538 -0.898 -1.567 1.368 -0.9601
H 2.903808 2.517577 2.193538 0.382 0.189 -0.022 0.4792
H 2.109808 3.360577 1.190538 0.416 1.180 -1.400 0.4837
O 0.157808 0.498577 -2.919462 0.639 0.608 -3.537 -0.9717
H -0.386192 -0.004423 -3.629462 1.245 1.217 1.902 0.4927
H 0.713808 1.150577 -3.513462 -1.716 -1.830 1.799 0.4811
O 0.706808 -2.105423 -1.217462 2.939 -0.661 -0.244 -0.9408
H 1.555808 -1.768423 -1.615462 -1.526 0.675 -0.045 0.4675
H 1.159808 -2.964423 -1.038462 -1.423 0.076 0.370 0.4780
O -2.743192 -1.656423 1.633538 2.599 -2.483 2.463 -1.0198
H -1.869192 -1.702423 2.345538 -3.605 0.525 -3.164 0.4675
H -2.882192 -2.647423 1.724538 -0.516 1.641 -0.784 0.4623
O 2.662808 1.132577 -0.962462 -1.655 1.373 -5.467 -0.9333
H 2.817808 0.629577 -1.839462 -0.352 1.343 2.144 0.4827
H 2.973808 0.594577 -0.324462 1.978 -2.806 3.428 0.4567
O -2.767192 1.170577 -1.873462 -0.950 1.110 -1.905 -0.9486
H -3.367192 0.592577 -1.438462 -0.617 -1.114 1.114 0.4683
H -3.407192 1.480577 -2.583462 1.545 -0.089 0.975 0.4813
O -0.702192 -1.391423 2.912538 1.924 0.740 -0.793 -0.8996
H -0.791192 -1.444423 3.819538 -1.689 0.322 3.637 0.5012
H 0.205808 -1.641423 2.963538 1.667 -0.679 -1.286 0.4981
```
Positions in Å, forces in eV/Å.

## Properties
Molar mass = 144.14 Da
Electronic energy = -591.91190 a.u.
LUMO level = -3.29 eV
Frontier orbital gap = 10.2 eV
Energy relative to the best compared isomer or geometry (same formula, charge and spin) = 447.0 kJ/mol
Total charge = +1